Entry 1:
{
  "formula": "C4H14NO2",
  "method": "the ωB97M-V functional and the def2-TZVPD basis",
  "symbols": ["O", "C", "C", "N", "C", "C", "H", "H", "H", "H", "H", "H", "H", "H", "H", "H", "H", "H", "H", "H", "O"],
  "coordinates": [[1.742086, -1.754960, -0.371489], [1.889870, -0.836169, -1.512527], [0.859794, 0.247443, -1.219806], [-0.277573, -0.414378, -0.413115], [-1.607660, 0.246139, -0.340352], [-1.455871, 1.534424, 0.634457], [2.591492, -2.024957, 0.053788], [2.877302, -0.394234, -1.519343], [1.693841, -1.268158, -2.460707], [1.115807, 1.333388, -0.740821], [0.419201, 0.526931, -2.203264], [-0.024323, -0.442157, 0.604648], [-0.412748, -1.436017, -0.712925], [-2.012727, 0.684269, -1.348182], [-2.301083, -0.477235, 0.021994], [-2.378302, 1.383909, 1.266791], [-0.609520, 1.702280, 1.280389], [-1.524167, 2.408752, 0.018134], [0.586756, -0.351956, 3.060264], [-0.884744, -0.536922, 3.249945], [-0.287428, -0.130401, 2.652130]],
  "atomic_forces_ev_per_a": [[1.268, -0.134, -0.545], [0.546, 0.556, 3.131], [-1.601, 2.303, -0.313], [-0.097, -1.173, -0.161], [0.685, 3.661, -0.926], [-2.525, -1.561, -0.615], [-0.832, 0.433, -0.970], [0.266, -0.015, -0.120], [-0.252, -0.941, -0.637], [-0.192, -3.117, -0.661], [-0.002, -0.071, 0.701], [0.213, -0.371, -0.808], [0.635, 1.813, 0.440], [1.104, -1.321, 1.618], [-0.412, -0.417, 0.400], [1.047, 0.975, -0.388], [0.378, -0.827, 0.024], [-0.438, 0.514, -0.193], [-0.917, 0.383, -0.524], [-1.208, -0.591, 0.869], [2.335, -0.098, -0.321]],
  "mulliken_charge": [-0.56, -0.42, -0.42, -0.19, -0.53, -1.12, 0.33, 0.36, 0.30, 0.35, 0.33, 0.35, 0.42, 0.30, 0.42, 0.27, 0.42, 0.40, 0.30, 0.27, -0.59],
  "charge": 1,
  "homo_lumo_gap_ev": 12.189,
  "homo_energy_ev": -15.1
}

Entry 2:
{
  "formula": "C4H14NO2",
  "method": "the ωB97M-V functional and the def2-TZVPD basis",
  "symbols": ["C", "C", "C", "C", "O", "N", "H", "H", "H", "H", "H", "H", "H", "H", "H", "H", "H", "H", "H", "H", "O"],
  "coordinates": [[-1.283785, 1.354480, 1.341675], [-0.385839, 0.395652, 0.606692], [0.504220, 1.101124, -0.416753], [1.213009, 0.112297, -1.341437], [0.242217, -0.434502, -2.235433], [-1.303216, -0.611805, -0.112256], [-2.299232, 1.094348, 1.618644], [-1.464776, 2.253624, 0.799069], [-0.835190, 1.723027, 2.251773], [0.275922, -0.203602, 1.194432], [-0.074297, 1.733077, -1.085790], [1.364402, 1.567359, 0.053530], [1.984611, 0.622663, -1.906190], [1.604120, -0.677789, -0.707828], [0.537288, -0.509018, -3.146529], [-1.293954, -0.417520, -1.120343], [-1.074249, -1.581584, 0.112551], [-2.266239, -0.482084, 0.199970], [1.486934, -2.693042, 2.005564], [1.909376, -2.146808, 0.638728], [1.158675, -2.199898, 1.249938]],
  "atomic_forces_ev_per_a": [[0.005, 0.900, 0.926], [-0.485, 0.308, -0.788], [0.324, -1.116, -0.909], [-0.704, 0.084, -0.155], [-0.390, -0.235, -0.042], [-0.607, 0.389, 0.287], [-0.043, -1.006, 0.104], [0.152, 0.707, -0.922], [0.336, -0.147, 0.375], [-0.065, -0.331, 0.796], [0.056, 0.629, 0.329], [-0.485, 0.760, 0.507], [0.281, -0.069, 0.099], [0.493, -0.217, -0.285], [0.255, 0.048, 0.086], [0.371, -0.590, -0.163], [0.437, 0.014, -0.372], [0.083, 0.068, 0.122], [0.020, -0.139, 0.155], [-0.173, -0.216, 0.303], [0.138, 0.158, -0.453]],
  "mulliken_charge": [-1.50, 0.23, -0.75, -0.21, -0.57, -0.19, 0.44, 0.39, 0.34, 0.37, 0.32, 0.38, 0.49, -0.08, 0.32, 0.33, 0.31, 0.36, 0.30, 0.30, -0.59],
  "charge": 1,
  "homo_lumo_gap_ev": 11.912,
  "homo_energy_ev": -14.8
}

Entry 3:
{
  "formula": "C4H14NO2S",
  "method": "the ωB97M-V functional and the def2-TZVPD basis",
  "symbols": ["C", "C", "S", "C", "N", "C", "H", "H", "H", "H", "H", "H", "H", "H", "H", "H", "H", "H", "O", "H", "H", "O"],
  "coordinates": [[-0.725916, -1.293986, 0.101695], [-1.034822, -0.429463, -1.259280], [-2.262760, 0.794130, -0.785139], [0.759629, -1.529947, 0.422865], [1.087837, -1.342851, 1.911879], [1.297173, 0.135220, 2.352902], [-1.282124, -0.729412, 0.850435], [-1.290338, -2.324785, 0.160107], [-1.443209, -1.165278, -2.037884], [-0.121705, 0.065870, -1.626053], [1.026099, -2.562794, 0.112380], [1.312326, -0.792935, -0.061417], [0.444602, -1.742935, 2.490646], [2.017792, 0.661125, 1.666334], [1.613251, 0.157569, 3.355087], [0.536733, 0.807554, 2.244444], [-1.063970, 0.862597, -3.444492], [0.158888, 1.527080, -2.971208], [-0.180307, 1.154868, -3.777308], [-0.116395, 2.014905, 0.555701], [-0.778351, 2.959720, -0.342750], [0.045568, 2.773748, 0.081056]],
  "atomic_forces_ev_per_a": [[-1.140, -1.101, -1.065], [-0.313, -2.255, 1.114], [-0.683, 0.581, -0.589], [-1.697, -0.826, 2.738], [2.758, 3.129, -2.504], [1.868, -2.685, -2.774], [0.619, 0.182, 0.293], [0.930, 1.689, -0.655], [0.740, 1.105, 0.767], [-0.165, -0.645, 0.244], [0.291, 0.756, 0.221], [1.298, 0.975, -1.050], [-2.303, -1.259, 1.591], [0.117, -1.081, 0.756], [0.679, -0.083, 1.215], [-3.111, 1.211, -0.093], [0.679, 0.286, -0.415], [0.447, 0.472, 0.545], [-1.203, -0.472, -0.251], [-0.904, -2.803, 1.449], [-1.038, -0.260, -0.537], [2.132, 3.084, -0.999]],
  "mulliken_charge": [-0.55, -0.65, -0.65, -0.54, -0.44, -0.98, 0.30, 0.24, 0.24, 0.19, 0.28, 0.31, 0.25, 0.30, 0.38, 0.35, 0.36, 0.35, -0.68, 0.21, 0.32, -0.61],
  "charge": -1,
  "homo_lumo_gap_ev": 6.779,
  "homo_energy_ev": -3.1
}

Entry 4:
{
  "formula": "C4H14NO3",
  "method": "the ωB97M-V functional and the def2-TZVPD basis",
  "symbols": ["C", "O", "C", "C", "C", "O", "N", "H", "H", "H", "H", "H", "H", "H", "H", "H", "H", "H", "H", "H", "H", "O"],
  "coordinates": [[1.008586, -1.563551, 0.069609], [2.352021, -1.102243, 0.415322], [0.142116, -0.360299, 0.341327], [-1.338058, -0.657121, 0.107229], [-1.692065, -1.655827, -1.003665], [-2.006385, 0.578678, -0.196869], [0.566097, 0.797362, -0.601139], [1.108088, -1.966270, -0.934669], [0.721059, -2.394619, 0.726396], [2.887605, -1.880068, 0.639406], [0.302434, 0.071221, 1.317745], [-1.787391, -0.934059, 1.069829], [-2.706601, -1.989864, -0.741406], [-1.078302, -2.541822, -1.132560], [-1.855793, -1.136609, -1.945016], [-2.952873, 0.538382, -0.013756], [0.343471, 1.687711, -0.100746], [-0.111139, 0.777522, -1.388820], [1.507637, 0.620624, -0.975307], [0.268921, 3.984116, 0.834723], [1.478397, 3.247061, 1.528835], [0.829393, 3.204746, 0.797433]],
  "atomic_forces_ev_per_a": [[1.951, 0.215, 1.162], [-0.416, -0.640, 0.154], [-0.595, 0.305, -1.793], [-0.767, 0.382, 0.105], [-1.135, 0.068, 0.477], [0.666, 0.496, -0.172], [-1.866, -1.200, 0.056], [-0.831, 0.381, -0.265], [-0.122, 0.114, 0.084], [-0.074, 0.308, -0.140], [0.138, -0.405, 0.404], [0.447, -0.688, -0.041], [0.156, -0.246, -0.096], [0.197, 0.060, 0.112], [0.533, 0.054, -0.107], [0.005, -0.217, 0.089], [1.061, 0.184, -0.222], [0.405, 0.102, -0.118], [0.316, 0.684, 0.261], [-0.086, 0.301, 0.175], [-0.433, 0.153, -0.365], [0.451, -0.411, 0.239]],
  "mulliken_charge": [-0.87, 0.16, -0.72, -0.23, -1.35, 0.24, -2.09, 0.27, 0.31, 0.22, -0.05, 0.58, 0.41, 0.43, 0.33, -0.02, 0.65, 1.03, 0.76, 0.28, 0.34, -0.71],
  "homo_lumo_gap_ev": [3.196, 11.500],
  "homo_energy_ev": [-2.5, -10.9],
  "multiplicity": 2
}

What energy relative to the best compared isomer or geometry (same formula, charge and spin) values result from the calculations? In sequence: 2.190 1.011 1.804 2.824 eV.
What total energy values result from the calculations? In sequence: -9952.5706 -9953.7496 -20795.1319 -12003.6800 eV.